Record 1
Density functional theory data (ωB97M-V with the def2-TZVPD basis set) for a molecular structure, C30H36FeN2O6Sb2 at a distorted geometry.

Each line ends with the natural charge from an NBO analysis.
CARTESIAN COORDINATES (ANGSTROEM)
Fe (0.726476, -0.110033, -0.704276)  1.45
O (2.732045, 0.324742, -1.711393)  -0.68
C (2.793832, 0.632058, -2.906025)  0.45
C (1.887458, 1.483737, -3.601594)  -0.34
C (2.160890, 1.826939, -4.926799)  -0.10
C (1.346967, 2.696178, -5.608400)  -0.02
C (0.223608, 3.268516, -4.971183)  -0.14
C (-0.078301, 2.938864, -3.686664)  -0.30
C (0.717891, 2.012696, -2.938340)  0.48
O (0.392154, 1.688121, -1.760909)  -0.77
N (1.645770, 3.026751, -6.981174)  0.52
O (0.896513, 3.797459, -7.559473)  -0.40
O (2.635470, 2.528911, -7.497784)  -0.40
H (3.638066, 0.243286, -3.499407)  0.13
H (3.029435, 1.419616, -5.429506)  0.24
H (-0.381635, 3.967704, -5.530651)  0.24
H (-0.937349, 3.359574, -3.180370)  0.23
C (4.659495, -1.411872, 1.113918)  -0.99
Sb (2.738334, -0.419364, 1.192843)  1.05
C (3.606265, 1.524462, 1.506038)  -0.98
C (2.456348, -0.846768, 3.335826)  -0.73
C (1.258743, -0.190919, 3.936251)  -0.07
C (1.395007, 1.091485, 4.469725)  -0.20
C (0.330422, 1.757609, 5.049774)  -0.23
C (-0.915652, 1.148545, 5.084118)  -0.22
C (-1.066480, -0.122759, 4.558971)  -0.23
C (0.004886, -0.822198, 3.999851)  0.05
C (-0.212193, -2.217034, 3.529429)  -0.77
Sb (-0.633115, -2.426304, 1.372210)  1.05
C (-0.756081, -4.600932, 1.589230)  -1.00
C (-2.749724, -2.113384, 1.680284)  -0.99
H (5.254326, -1.124312, 1.979841)  0.22
H (5.175210, -1.109635, 0.203252)  0.23
H (4.535495, -2.494122, 1.104887)  0.23
H (4.310437, 1.470755, 2.335412)  0.22
H (2.824247, 2.248458, 1.729432)  0.23
H (4.129251, 1.830196, 0.601137)  0.23
H (3.369843, -0.478894, 3.802346)  0.23
H (2.433462, -1.931307, 3.430421)  0.23
H (2.370287, 1.565919, 4.442009)  0.20
H (0.469024, 2.746062, 5.470474)  0.21
H (-1.763633, 1.653006, 5.531761)  0.21
H (-2.034509, -0.610004, 4.608585)  0.21
H (-1.080702, -2.655681, 4.019659)  0.23
H (0.649638, -2.854754, 3.725886)  0.22
H (-1.357340, -4.873162, 2.456253)  0.22
H (0.248448, -5.008611, 1.708084)  0.22
H (-1.200003, -5.034366, 0.692413)  0.22
H (-3.127767, -2.829124, 2.409769)  0.22
H (-3.289223, -2.225955, 0.740762)  0.23
H (-2.907372, -1.096633, 2.040722)  0.23
C (-0.636012, 3.156462, 1.475677)  -0.71
C (-0.904485, 1.763412, 0.972024)  0.63
O (0.006919, 0.917378, 1.065651)  -0.73
C (-2.178467, 1.474082, 0.361156)  -0.27
C (-3.294489, 2.288731, 0.641776)  -0.14
C (-4.515408, 2.074984, 0.059588)  -0.30
C (-4.648384, 1.039055, -0.878270)  -0.16
C (-3.584073, 0.234968, -1.185909)  -0.30
C (-2.313954, 0.388367, -0.563622)  0.43
O (-1.370226, -0.427762, -0.873271)  -0.84
H (0.439408, 3.303793, 1.545951)  0.24
H (-1.057456, 3.272169, 2.473971)  0.24
H (-1.076829, 3.901764, 0.817461)  0.23
H (-3.190005, 3.082299, 1.371842)  0.21
H (-5.367019, 2.691981, 0.313082)  0.21
H (-5.599638, 0.872732, -1.369657)  0.21
H (-3.678647, -0.569307, -1.906093)  0.21
C (-1.725796, -4.292269, -2.764888)  -0.59
C (-0.891265, -3.305481, -3.591972)  -0.52
C (0.009199, -2.542592, -2.749215)  0.43
N (0.679203, -1.954216, -2.031508)  -0.45
H (-2.416531, -4.821463, -3.418340)  0.22
H (-2.299065, -3.758081, -2.007945)  0.23
H (-1.088965, -5.021900, -2.266971)  0.22
H (-1.544059, -2.589027, -4.094171)  0.26
H (-0.308607, -3.823575, -4.353979)  0.25

Forces on atoms 1 to 2 (eV/Å):
-0.872 0.394 -0.245
-0.079 -0.353 -0.099

Values from the calculation:
**Expectation value of S²**: 6.011
**LUMO level (alpha / beta)**: 0.0 / -0.1 eV
**Net charge**: 0
**Highest occupied orbital energy (alpha / beta)**: -0.2783 / -0.2763 Ha
**E_tot**: -94419.39786 eV
**Multiplicity**: 5

Record 2
Density functional theory data (ωB97M-V with the def2-TZVPD basis set) for a single C30H36N2O8 molecule at a distorted geometry.

Each line ends with the natural charge from an NBO analysis.
CARTESIAN COORDINATES (ANGSTROEM)
C (2.256679, 1.128284, 0.051904)  -0.65
C (0.763979, 1.408384, -0.091105)  -0.06
H (0.588014, 2.481211, -0.195828)  0.19
O (-0.003673, 1.056192, 1.048976)  -0.55
C (-0.113353, -0.305670, 1.337491)  0.40
C (-1.154895, -0.454728, 2.456366)  -0.25
C (-1.195004, -1.906758, 2.948424)  -0.39
C (-1.873078, -2.080246, 4.305889)  -0.42
C (-1.042248, -1.546517, 5.469485)  -0.06
O (-1.751906, -1.807858, 6.661663)  -0.72
H (-1.247457, -1.476403, 7.411223)  0.47
H (-0.062971, -2.047700, 5.486609)  0.15
H (-0.872582, -0.466501, 5.357475)  0.15
H (-2.049858, -3.141419, 4.488422)  0.22
H (-2.843127, -1.582649, 4.323176)  0.20
H (-1.724052, -2.511351, 2.208261)  0.21
H (-0.173191, -2.289705, 3.015741)  0.20
H (-0.836115, 0.207992, 3.262663)  0.23
C (-2.530664, 0.009063, 1.929872)  -0.23
C (-2.712017, -0.412442, 0.505901)  -0.23
C (-1.734601, -0.920961, -0.239208)  0.19
O (-0.438490, -1.077281, 0.208522)  -0.54
C (-1.939056, -1.236205, -1.691133)  0.64
O (-2.618276, -0.490776, -2.378976)  -0.62
N (-1.355408, -2.344161, -2.192965)  -0.43
C (-0.565383, -3.316562, -1.481964)  -0.21
H (-0.906812, -4.312368, -1.787259)  0.20
C (0.907217, -3.154717, -1.863545)  -0.24
N (1.047170, -3.303936, -3.300826)  -0.44
C (0.247335, -2.316278, -4.002685)  -0.23
C (-1.225108, -2.496088, -3.625339)  -0.23
H (-1.563766, -3.495272, -3.913894)  0.20
H (-1.845580, -1.740135, -4.108018)  0.25
H (0.550537, -1.284348, -3.755170)  0.18
H (0.369435, -2.470045, -5.076944)  0.20
C (2.435261, -3.361158, -3.741180)  -0.23
C (3.249704, -2.137452, -3.390398)  -0.04
C (3.258510, -1.031448, -4.227874)  -0.21
C (3.932272, 0.143213, -3.899550)  -0.26
C (4.598875, 0.165923, -2.699950)  0.22
C (4.605322, -0.943107, -1.853354)  0.30
C (3.939740, -2.098996, -2.173246)  -0.29
H (3.959488, -2.948747, -1.510868)  0.22
O (5.346640, -0.658156, -0.735930)  -0.49
C (5.829295, 0.655433, -0.917661)  0.24
O (5.333815, 1.174822, -2.132540)  -0.48
H (5.495015, 1.289283, -0.081786)  0.16
H (6.931490, 0.642230, -0.945265)  0.16
H (3.933856, 0.996901, -4.555957)  0.23
H (2.736233, -1.079558, -5.171268)  0.21
H (2.424723, -3.507580, -4.824068)  0.21
H (2.881042, -4.245931, -3.278094)  0.20
H (1.252643, -2.170276, -1.507264)  0.19
H (1.497780, -3.932661, -1.375014)  0.20
H (-0.692124, -3.207658, -0.407518)  0.23
H (-3.687499, -0.288828, 0.064703)  0.24
C (-2.711946, 1.502607, 2.112874)  -0.01
C (-2.927070, 1.994558, 3.392554)  -0.22
C (-3.070320, 3.355043, 3.649425)  -0.26
C (-2.990196, 4.202232, 2.572167)  0.22
C (-2.780519, 3.715209, 1.282582)  0.30
C (-2.642864, 2.374328, 1.024602)  -0.27
H (-2.481551, 2.015023, 0.022979)  0.24
O (-2.743616, 4.766691, 0.402145)  -0.49
C (-2.942283, 5.927560, 1.177106)  0.24
O (-3.092256, 5.570382, 2.534036)  -0.48
H (-3.848687, 6.451932, 0.832181)  0.15
H (-2.074397, 6.598355, 1.066862)  0.15
H (-3.238493, 3.730122, 4.644970)  0.23
H (-2.989227, 1.303793, 4.220679)  0.21
H (-3.304062, -0.485343, 2.529545)  0.22
H (0.859547, -0.718010, 1.661743)  0.16
H (0.372298, 0.901498, -0.982447)  0.18
H (2.630569, 1.562292, 0.976667)  0.21
H (2.780910, 1.574478, -0.789130)  0.22
H (2.456263, 0.058611, 0.057728)  0.21

Forces on atoms 1 to 2 (eV/Å):
-0.454 -0.027 0.116
0.205 0.104 -0.208

Values from the calculation:
**LUMO level**: 0.6 eV
**Net charge**: 0
**Highest occupied orbital energy**: -0.2873 Ha
**SMILES**: CCO[C@@H]1OC(C(=O)N2CCN(Cc3ccc4c(c3)OCO4)CC2)=C[C@H](c2ccc3c(c2)OCO3)[C@H]1CCCO
**E_tot**: -51052.98696 eV
**Multiplicity**: 1

Record 3
Density functional theory data (ωB97M-V with the def2-TZVPD basis set) for 7 unconnected molecules or ions with the total composition C30H36O16 at a distorted geometry.

Each line ends with the Mulliken charge.
CARTESIAN COORDINATES (ANGSTROEM)
C (6.463481, 1.650636, 0.859322)  -0.87
C (5.828098, 0.489927, 1.638509)  0.39
C (4.971333, 0.583040, 2.743255)  0.64
O (4.587402, -0.358512, 3.349115)  -0.65
C (4.516119, 1.941879, 3.107074)  -0.50
C (5.162548, 3.150718, 2.505504)  0.50
C (6.084983, 3.028704, 1.336251)  0.77
O (6.462406, 4.077122, 0.793440)  -0.57
O (4.995479, 4.442443, 2.965768)  -0.48
O (6.169157, -0.869804, 1.240244)  -0.55
H (7.211077, 1.632166, -0.079400)  0.28
H (3.933845, 2.096561, 4.057986)  0.34
H (4.739140, 4.418673, 3.891002)  0.35
H (5.436427, -1.399487, 1.611914)  0.33
C (-5.165690, -8.679342, -2.836146)  -0.81
C (-4.303304, -9.261772, -3.735648)  0.47
C (-2.918011, -8.746057, -3.932578)  0.88
O (-2.063978, -9.347489, -4.719479)  -0.66
C (-2.562997, -7.553872, -3.126441)  -0.68
C (-3.553751, -6.815569, -2.309622)  0.39
C (-4.869096, -7.428000, -2.045682)  0.57
O (-5.754859, -6.871196, -1.328542)  -0.57
O (-3.291824, -5.607524, -1.669799)  -0.29
O (-4.632906, -10.344335, -4.562936)  -0.49
H (-6.256218, -8.901495, -2.563189)  0.30
H (-1.561095, -7.051659, -3.077773)  0.28
H (-2.457053, -5.145063, -1.918832)  0.29
H (-3.901650, -10.478345, -5.010610)  0.31
C (-0.127237, -3.163713, 1.627545)  -1.12
C (0.939902, -2.111198, 1.875483)  -0.03
C (1.037126, -0.886166, 1.091302)  1.12
O (1.970416, -0.178862, 1.200955)  -0.27
C (0.024065, -0.697963, 0.049064)  0.18
C (-1.185479, -1.588921, -0.173462)  0.46
C (-1.106066, -2.986027, 0.624544)  0.28
O (-1.834370, -3.936747, 0.262566)  -0.54
O (-2.116900, -1.364754, -1.178681)  -0.49
O (1.893597, -2.357533, 2.811056)  -0.53
H (-0.284664, -4.078181, 1.984455)  0.65
H (0.019899, 0.347300, -0.454944)  -0.37
H (-1.957884, -0.538557, -1.798377)  0.49
H (2.367372, -1.570342, 2.883591)  0.26
C (0.962959, 2.396239, 3.234589)  0.13
C (0.272390, 3.411220, 4.089127)  0.41
O (0.106147, 3.262824, 5.331591)  -0.63
C (-0.176142, 4.693640, 3.344327)  -1.04
H (0.344079, 1.911469, 2.309692)  -0.07
H (1.351952, 1.645772, 3.879996)  0.55
H (1.779494, 2.749325, 2.571808)  -0.27
H (0.529705, 5.575441, 3.529503)  0.34
H (-1.163921, 5.145116, 3.627089)  0.36
H (-0.294344, 4.550169, 2.404272)  0.22
C (2.434519, 2.303477, -0.546028)  0.42
C (2.497715, 3.854834, -0.753426)  0.80
O (3.400477, 4.378936, -1.492413)  -0.66
C (1.305387, 4.617134, -0.405970)  -1.26
H (2.651798, 2.072610, 0.490574)  -0.32
H (3.070085, 1.854242, -1.290815)  0.37
H (1.383844, 2.043767, -0.748577)  -0.38
H (1.177056, 4.830000, 0.606272)  0.37
H (0.507281, 4.102306, -0.651191)  0.33
H (1.171231, 5.595043, -0.997613)  0.33
C (-3.209141, 2.472567, 2.201578)  -1.19
C (-2.898575, 2.038884, 0.815659)  0.82
O (-1.709426, 2.166032, 0.437335)  -0.30
C (-3.977106, 1.337362, -0.024974)  -1.05
H (-3.983728, 3.249881, 2.242423)  0.37
H (-2.430937, 2.647929, 2.997201)  0.11
H (-3.679911, 1.669268, 2.759825)  0.39
H (-4.963622, 1.961582, 0.039666)  0.39
H (-4.116944, 0.496188, 0.583023)  0.37
H (-3.702802, 1.158316, -1.070890)  0.05
C (-2.428637, 2.629265, -3.827210)  -1.25
C (-1.343068, 1.680332, -3.441074)  0.97
O (-1.527267, 0.555497, -2.930127)  -0.61
C (0.036032, 2.085931, -3.849086)  -1.22
H (-3.381975, 2.367873, -3.559658)  0.42
H (-2.403719, 2.954822, -4.903318)  0.37
H (-2.263372, 3.606438, -3.103034)  0.26
H (0.962005, 1.291084, -3.723091)  0.24
H (0.203723, 2.149633, -4.865623)  0.51
H (0.597921, 2.946872, -3.299236)  0.24

Forces on atoms 1 to 2 (eV/Å):
-1.604 -3.185 2.004
6.210 0.606 -7.417

Values from the calculation:
**LUMO level**: -2.2 eV
**Net charge**: 0
**Highest occupied orbital energy**: -0.3321 Ha
**SMILES**: O=C1C=C(O)C(=O)C=C1O.O=C1C=C(O)C(=O)C=C1O.O=C1C=C(O)C(=O)C=C1O.CC(C)=O.CC(C)=O.CC(C)=O.CC(C)=O
**E_tot**: -64440.87997 eV
**Multiplicity**: 1

- Number 1 is which compound?
  C30H36FeN2O6Sb2